{
  "formula": "C29H36BCl2EuN10OS",
  "method": "ωB97M-V/def2-TZVPD",
  "symbols": ["Eu", "Cl", "Cl", "S", "O", "N", "N", "N", "N", "N", "N", "N", "N", "N", "N", "C", "C", "C", "C", "C", "C", "C", "C", "C", "C", "C", "C", "C", "C", "C", "C", "C", "C", "C", "C", "C", "C", "C", "C", "C", "C", "C", "C", "C", "B", "H", "H", "H", "H", "H", "H", "H", "H", "H", "H", "H", "H", "H", "H", "H", "H", "H", "H", "H", "H", "H", "H", "H", "H", "H", "H", "H", "H", "H", "H", "H", "H", "H", "H", "H", "H"],
  "xyz": [[0.396128, 0.149867, 0.464960], [-3.201211, -0.003077, 4.042437], [1.865671, 1.327146, 2.644839], [0.060840, 3.128931, -0.033088], [2.410141, -0.790809, 0.670903], [1.349703, 5.014356, 1.416187], [-0.784632, -1.465911, -2.162305], [-0.976348, 0.502692, 2.120484], [2.703133, 3.449839, 0.541920], [0.493400, -2.946535, -0.608787], [1.699600, -1.203043, -2.080219], [3.621099, -1.331553, 0.746486], [-1.117978, -0.462749, -1.329882], [-0.047026, -2.313559, 0.450698], [1.489587, 0.113782, -1.872066], [-0.125844, -3.180717, 1.452743], [6.173468, -2.420537, 1.056779], [0.634581, 1.074969, 3.868753], [3.516908, -2.720578, -2.913259], [-1.782332, -2.723732, -4.098293], [2.631012, 2.252485, -2.309437], [1.418436, -5.220338, -1.180131], [0.029172, 0.974364, 6.178926], [1.395378, 3.865726, 0.651990], [-0.742175, -2.810607, 2.755138], [2.549063, 5.083892, 2.235343], [-1.577574, 0.477383, 4.467028], [-1.255720, 0.594651, 5.787300], [-2.342668, -0.054119, -1.637717], [-2.818165, -0.805823, -2.718276], [3.783858, -2.687833, 0.902517], [-0.665387, 0.670624, 3.351216], [0.973354, 1.210764, 5.187873], [2.574784, 0.762955, -2.283674], [5.021543, -3.230628, 1.055422], [-1.798908, -1.693744, -3.021487], [3.525681, -0.152558, -2.742422], [-2.976623, 1.034613, -0.840091], [0.394384, -4.412247, 1.038728], [4.733185, -0.524338, 0.721387], [0.775713, -4.225128, -0.277898], [3.531483, 4.140899, 1.511988], [5.980840, -1.038805, 0.876094], [2.930687, -1.391659, -2.594960], [0.544310, -2.236090, -1.986280], [7.156869, -2.833243, 1.203354], [2.923041, 6.110336, 2.273278], [1.803763, 2.660182, -1.731155], [3.574169, 2.629576, -1.915868], [-2.685803, -2.631627, -4.698309], [-4.056547, 1.051422, -0.973680], [-2.013464, 0.390640, 6.533265], [4.531937, 0.528638, 0.596430], [2.529040, 2.601169, -3.337347], [5.110000, -4.299736, 1.182594], [-0.006207, -2.827172, 3.558986], [2.391649, -4.866821, -1.512723], [4.479323, -2.584594, -3.401027], [-0.911522, -2.599789, -4.740759], [-2.570401, 2.004798, -1.134841], [4.007078, 3.447151, 2.211105], [0.809120, -5.416885, -2.060934], [2.358347, 4.730401, 3.254917], [2.857958, -3.297917, -3.561696], [1.560182, -6.151981, -0.638386], [-1.747216, -3.726112, -3.673673], [-2.735756, 0.873918, 0.217171], [6.825855, -0.367123, 0.866027], [0.277759, 1.073057, 7.224227], [-1.147663, -1.800857, 2.668267], [0.484911, -5.309798, 1.616915], [4.509176, 0.050634, -3.118452], [-1.543971, -3.506094, 3.003748], [-3.773070, -0.729101, -3.201979], [2.864478, 2.466339, 0.358765], [0.457381, 5.185674, 1.858068], [3.681949, -3.283890, -1.995614], [0.671033, -3.049973, -2.846003], [2.873878, -3.265248, 0.925521], [1.979326, 1.506179, 5.453913], [4.308005, 4.693826, 0.969970]],
  "atomic_forces_ev_per_a": [[-0.1, -0.6, 0.2], [-0.2, 0.0, 0.0], [0.3, 0.3, 0.4], [0.1, 0.4, 0.2], [-0.3, 0.3, 0.1], [0.0, -1.0, -0.4], [-0.2, -0.2, -0.5], [0.6, -0.1, -1.4], [-1.4, 0.2, 0.5], [0.2, -0.5, -0.2], [0.3, -0.1, -0.4], [0.3, -0.1, -0.1], [-0.6, 0.2, 0.1], [-0.2, 0.1, 0.4], [0.1, 0.8, -0.4], [0.0, 0.0, -0.1], [0.4, -0.1, 0.0], [-0.7, -0.1, 0.1], [-0.1, 0.0, 0.1], [0.2, 0.0, 0.1], [-0.1, -0.1, 0.0], [-0.1, 0.1, -0.1], [0.0, 0.0, 0.1], [0.4, -0.1, -0.1], [0.0, 0.2, -0.1], [0.4, 0.2, 0.3], [0.0, -0.1, -0.3], [0.1, 0.1, 0.3], [0.2, -0.2, 0.0], [0.2, -0.1, 0.0], [-0.3, -0.4, 0.1], [0.0, 0.3, 1.3], [0.1, 0.1, 0.2], [-0.1, -0.3, 0.0], [-0.1, 0.0, 0.0], [-0.2, 0.2, 0.0], [-0.1, -0.2, 0.1], [0.2, 0.0, 0.1], [0.1, 0.1, -0.3], [0.2, 0.5, 0.1], [-0.1, -0.1, 0.2], [0.5, 0.3, 0.0], [0.0, 0.0, 0.0], [0.2, 0.2, -0.1], [-0.1, 0.3, 0.3], [0.1, -0.1, 0.0], [0.0, -0.1, 0.1], [0.1, 0.0, -0.2], [0.0, 0.0, 0.0], [0.0, 0.0, 0.0], [0.0, 0.0, 0.0], [0.0, 0.0, 0.0], [0.0, 0.0, -0.1], [0.0, 0.1, -0.1], [-0.1, -0.1, 0.0], [0.0, 0.0, 0.1], [0.1, -0.1, -0.1], [0.0, 0.0, 0.0], [0.0, 0.0, -0.1], [-0.1, 0.1, 0.0], [-0.1, 0.0, -0.1], [0.0, 0.0, -0.1], [0.0, 0.1, -0.1], [0.0, -0.1, 0.0], [0.0, -0.1, 0.0], [0.0, -0.1, 0.0], [-0.1, 0.1, 0.0], [0.0, 0.1, 0.0], [0.1, 0.0, 0.1], [-0.1, -0.1, 0.1], [0.0, -0.2, 0.1], [0.2, 0.0, -0.1], [0.0, 0.0, 0.0], [-0.1, 0.0, -0.1], [-0.1, 0.3, -0.1], [0.0, 0.0, -0.2], [0.1, -0.1, 0.1], [0.0, -0.2, -0.2], [-0.1, 0.0, 0.0], [0.1, 0.0, 0.0], [0.0, 0.0, 0.3]],
  "e_lumo_ha": [0.087, 0.086],
  "homo_energy_ev": [-1.90, -3.19],
  "e_tot_ev": -103494.5826,
  "de_lowest_kj_mol": 102.8,
  "spin_multiplicity": 8,
  "total_charge": -1,
  "largest_force_ev_per_a": 1.54,
  "gap_ev": [4.2515, 5.5412],
  "s_squared": 15.7842
}